Record 1
6 unconnected molecules or ions with the total composition C24H48O12S6, computed with ωB97M-V/def2-TZVPD.

Each line ends with the Löwdin charge.
Geometry (Å):
C -1.543 2.372 5.510  -0.204
C -0.723 1.903 4.307  -0.221
C 0.461 1.084 4.848  -0.218
S -0.239 0.230 6.300  0.688
O 0.410 0.725 7.495  -0.324
O -0.355 -1.194 6.052  -0.335
C -1.864 1.030 6.196  -0.220
H -2.408 2.940 5.176  0.118
H -0.905 2.992 6.141  0.118
H -0.301 2.727 3.728  0.111
H -1.340 1.265 3.675  0.108
H 1.270 1.638 5.321  0.094
H 0.810 0.405 4.078  0.086
H -2.479 1.045 7.091  0.108
H -2.433 0.438 5.473  0.099
C 4.803 3.420 3.459  -0.206
C 4.170 2.077 3.919  -0.186
C 3.152 1.597 2.884  -0.230
S 2.854 2.976 1.723  0.681
O 1.446 3.314 1.709  -0.343
O 3.588 2.700 0.510  -0.304
C 3.666 4.184 2.813  -0.223
H 5.707 3.285 2.869  0.117
H 5.113 3.990 4.338  0.111
H 3.631 2.236 4.854  0.105
H 4.938 1.319 4.050  0.115
H 2.185 1.292 3.278  0.044
H 3.484 0.754 2.287  0.082
H 2.857 4.415 3.504  0.105
H 3.870 5.019 2.144  0.108
C 1.204 -2.238 -5.528  -0.226
C 1.269 -3.759 -5.622  -0.229
C 2.522 -4.118 -4.840  -0.225
S 2.191 -3.295 -3.269  0.674
O 3.459 -3.030 -2.624  -0.332
O 1.173 -3.984 -2.502  -0.331
C 1.579 -1.781 -4.099  -0.185
H 0.278 -1.819 -5.923  0.104
H 1.930 -1.820 -6.234  0.110
H 1.329 -4.053 -6.670  0.117
H 0.379 -4.208 -5.180  0.102
H 3.428 -3.635 -5.206  0.109
H 2.757 -5.160 -4.629  0.108
H 2.541 -1.288 -4.232  0.100
H 0.865 -1.249 -3.482  0.071
C -1.323 -1.511 1.260  -0.193
C -1.718 -0.275 0.447  -0.214
C -0.522 0.664 0.523  -0.230
S 0.863 -0.434 0.150  0.730
O 1.985 0.012 0.951  -0.326
O 0.978 -0.444 -1.299  -0.310
C 0.071 -1.937 0.785  -0.185
H -2.103 -2.267 1.159  0.110
H -1.332 -1.220 2.312  0.110
H -2.584 0.250 0.855  0.117
H -1.965 -0.499 -0.592  0.086
H -0.256 1.043 1.515  0.093
H -0.520 1.542 -0.110  0.041
H 0.674 -2.196 1.657  0.104
H 0.100 -2.753 0.069  0.088
C -4.227 -4.346 -2.716  -0.218
C -3.295 -4.141 -1.531  -0.226
C -1.999 -3.572 -2.105  -0.206
S -2.552 -2.454 -3.428  0.693
O -1.950 -2.845 -4.674  -0.312
O -2.412 -1.132 -2.855  -0.326
C -4.266 -2.996 -3.434  -0.217
H -5.233 -4.632 -2.416  0.119
H -3.766 -5.115 -3.342  0.123
H -3.167 -5.021 -0.899  0.119
H -3.743 -3.434 -0.819  0.113
H -1.370 -4.371 -2.496  0.098
H -1.370 -2.975 -1.452  0.070
H -4.809 -2.934 -4.371  0.110
H -4.736 -2.300 -2.731  0.104
C 0.353 3.201 -1.599  -0.216
C -0.346 2.536 -2.783  -0.187
C -1.706 2.004 -2.284  -0.212
S -2.297 3.319 -1.198  0.691
O -2.716 2.796 0.097  -0.341
O -3.170 4.222 -1.902  -0.323
C -0.677 4.122 -0.938  -0.196
H 1.274 3.706 -1.894  0.125
H 0.715 2.502 -0.854  0.070
H 0.259 1.731 -3.200  0.111
H -0.524 3.237 -3.601  0.118
H -1.522 1.136 -1.664  0.046
H -2.476 1.681 -2.980  0.107
H -0.549 4.273 0.130  0.090
H -0.803 5.084 -1.436  0.101

Properties
SMILES string = O=S1(=O)CCCC1.O=S1(=O)CCCC1.O=S1(=O)CCCC1.O=S1(=O)CCCC1.O=S1(=O)CCCC1.O=S1(=O)CCCC1
2S+1 = 1
LUMO energy = 0.0131 Eh
charge = 0

Record 2
8 unconnected molecules or ions with the total composition C24H48O24, computed with ωB97M-V/def2-TZVPD.

Each line ends with the Löwdin charge.
Geometry (Å):
C 5.043 -0.177 1.424  0.001
O 5.186 -1.616 1.367  -0.001
C 4.668 -2.290 2.365  -0.642
O 4.153 -1.826 3.341  0.131
O 4.906 -3.585 2.110  -0.005
C 4.398 -4.532 3.037  -0.040
H 3.983 0.037 1.278  0.089
H 5.674 0.231 0.645  0.096
H 5.295 0.141 2.434  0.096
H 4.770 -4.293 4.035  0.100
H 4.691 -5.527 2.720  0.098
H 3.309 -4.477 3.058  0.079
C -4.150 8.561 -1.178  -0.045
O -3.076 7.645 -1.311  0.009
C -3.398 6.362 -1.449  -0.608
O -4.512 5.928 -1.473  0.144
O -2.270 5.658 -1.426  0.014
C -2.371 4.294 -1.052  -0.043
H -4.834 8.201 -0.403  0.096
H -4.761 8.670 -2.072  0.099
H -3.732 9.491 -0.810  0.094
H -1.351 3.945 -0.880  0.091
H -2.718 3.726 -1.919  0.095
H -2.955 4.104 -0.152  0.102
C -0.913 0.982 -0.701  -0.044
O -0.799 -0.373 -0.302  0.001
C 0.321 -0.774 0.313  -0.634
O 1.290 -0.084 0.468  0.122
O 0.220 -2.065 0.521  0.035
C 1.282 -2.690 1.221  -0.026
H -1.844 1.478 -0.421  0.089
H -0.934 0.982 -1.796  0.084
H -0.042 1.545 -0.372  0.100
H 1.560 -2.085 2.085  0.089
H 2.173 -2.893 0.625  0.085
H 0.917 -3.632 1.621  0.087
C -0.555 5.003 2.146  -0.018
O -0.264 3.632 2.431  0.011
C -1.293 2.801 2.440  -0.640
O -2.463 3.094 2.454  0.123
O -0.833 1.561 2.492  -0.010
C -1.732 0.485 2.766  -0.015
H -1.017 5.507 2.994  0.101
H -1.226 5.056 1.292  0.072
H 0.417 5.439 1.941  0.099
H -1.072 -0.378 2.883  0.092
H -2.358 0.197 1.924  0.100
H -2.189 0.681 3.732  0.105
C 3.659 -3.544 -5.580  -0.049
O 5.006 -3.670 -5.153  0.026
C 5.301 -3.548 -3.865  -0.613
O 6.412 -3.603 -3.447  0.153
O 4.206 -3.348 -3.116  -0.018
C 4.424 -3.113 -1.745  -0.048
H 2.906 -3.976 -4.926  0.094
H 3.568 -4.052 -6.539  0.094
H 3.385 -2.501 -5.747  0.097
H 5.236 -3.668 -1.283  0.104
H 3.502 -3.244 -1.179  0.084
H 4.618 -2.049 -1.568  0.076
C -2.287 -5.042 5.096  -0.048
O -1.199 -4.454 5.774  0.012
C -0.224 -3.900 5.061  -0.606
O -0.272 -3.717 3.867  0.108
O 0.719 -3.511 5.902  0.020
C 1.891 -2.931 5.332  -0.024
H -2.447 -4.540 4.140  0.091
H -3.179 -5.020 5.711  0.094
H -2.093 -6.078 4.806  0.097
H 2.508 -3.684 4.857  0.068
H 2.487 -2.449 6.101  0.102
H 1.559 -2.168 4.629  0.090
C -3.645 1.021 -3.480  -0.055
O -4.386 2.217 -3.365  0.004
C -5.266 2.304 -2.382  -0.630
O -5.465 1.466 -1.540  0.130
O -5.956 3.432 -2.539  0.008
C -6.754 3.815 -1.436  -0.066
H -2.939 1.111 -4.303  0.100
H -4.241 0.128 -3.666  0.104
H -3.055 0.861 -2.577  0.067
H -7.220 4.769 -1.676  0.093
H -6.227 3.990 -0.498  0.095
H -7.552 3.093 -1.260  0.095
C 2.759 -0.161 -2.199  -0.039
O 1.851 -1.240 -2.332  -0.009
C 0.791 -1.099 -3.122  -0.609
O 0.586 -0.164 -3.856  0.128
O -0.007 -2.146 -2.903  0.006
C -1.342 -2.080 -3.367  -0.031
H 3.506 -0.468 -1.486  0.070
H 2.258 0.779 -1.947  0.098
H 3.135 0.158 -3.180  0.106
H -1.404 -2.420 -4.401  0.101
H -1.733 -1.059 -3.380  0.070
H -1.968 -2.640 -2.680  0.103

Properties
SMILES string = COC(=O)OC.COC(=O)OC.COC(=O)OC.COC(=O)OC.COC(=O)OC.COC(=O)OC.COC(=O)OC.COC(=O)OC
2S+1 = 1
LUMO energy = 0.0192 Eh
charge = 0

Quick rundown of orbital gap, same order as above: 10.403 11.301 eV
Quick rundown of max |F|, same order as above: 2.22 2.09 eV/A
Quick rundown of energy relative to the best compared isomer or geometry (same formula, charge and spin), same order as above: 0.533 1.045 eV